No. 1
Below is a 3-piece molecular cluster, C5H18N2O2 overall in a non-equilibrium geometry, with properties calculated with ωB97M-V/def2-TZVPD.

Geometry as XYZ:
```
27
Properties=species:S:1:pos:R:3
N 1.5778 -1.3874 0.7039
C 0.2817 -0.6896 0.5525
C 0.5881 0.8379 0.5197
C -0.4206 1.6288 -0.3445
C -1.8788 1.4123 0.0027
C -0.5528 -1.1187 1.8204
N -1.8103 -1.5998 1.3341
H 1.5795 -2.0873 1.4414
H 2.0332 -1.7140 -0.1469
H -0.1041 -1.1781 -0.3562
H 0.5841 1.2483 1.5295
H 1.5521 0.9819 0.0466
H -0.1894 1.3083 -1.3623
H -0.1801 2.6691 -0.1931
H -2.3675 0.5233 -0.4057
H -1.9808 1.4335 1.0900
H -2.5306 2.1975 -0.3835
H -0.0595 -1.8623 2.4349
H -0.7086 -0.1970 2.3790
H -2.3381 -2.1958 1.9631
H -2.4144 -0.8360 1.0545
H 0.3801 -0.7253 -2.8602
H -0.2111 -1.9714 -3.5663
O -0.0730 -1.0229 -3.6495
H 2.5685 1.7940 -1.7299
H 3.2816 0.9331 -0.6090
O 3.3929 1.6176 -1.2651
```

Output
HOMO (spin up / spin down) in eV: -14.733 / -13.864
Orbital gap (spin up / spin down) in eV: 11.4 / 5.2
⟨S²⟩: 0.756
2S+1: 2
Strongest force on any atom in eV Å⁻¹: 2.907
Charge: +1
Relative energy (zero: lowest compared OMol25 entry of this formula, charge and spin) in kJ/mol: 64.32

---

No. 2
Below is one molecule with the formula C4H7NO3 in a non-equilibrium geometry, with properties calculated with ωB97M-V/def2-TZVPD.

Geometry as XYZ:
```
15
Properties=species:S:1:pos:R:3
C -1.5614 -1.1195 -0.3676
C -0.0666 -0.9918 -0.2503
O 0.7179 -1.6543 -0.8915
N 0.3773 0.5835 0.0323
C 1.0358 1.4957 -0.8774
C 0.4016 0.7179 1.3305
O 0.4592 1.5427 2.1831
O -0.0027 -0.8283 1.6684
H -2.0947 -0.3466 0.1824
H -1.8455 -2.0988 0.0231
H -1.8276 -1.0881 -1.4260
H 1.6144 2.2487 -0.3370
H 0.2823 1.9802 -1.5034
H 1.7180 0.9377 -1.5231
H 0.7920 -1.3792 1.7564
```

Output
HOMO in eV: -10.162
Orbital gap in eV: 10.8
2S+1: 1
Strongest force on any atom in eV Å⁻¹: 3.280
Relative energy (zero: lowest compared OMol25 entry of this formula, charge and spin) in kJ/mol: 238.30

---

No. 3
Below is one molecule with the formula C6H10O in a non-equilibrium geometry, with properties calculated with ωB97M-V/def2-TZVPD.

Geometry as XYZ:
```
17
Properties=species:S:1:pos:R:3
C -0.4827 1.5017 0.8455
C -0.8891 0.1070 0.3774
C -1.0450 -0.1053 -1.1238
C 0.3307 -0.8395 -1.1615
O 1.5542 -0.0950 -1.0374
C 1.6849 -0.4616 0.3498
C 0.2442 -0.9839 0.3847
H -0.4989 1.5372 1.9412
H -1.1980 2.2480 0.4811
H 0.5111 1.8156 0.5092
H -1.8699 -0.0986 0.8127
H -1.7525 -0.9240 -1.3135
H -1.5030 0.7776 -1.5870
H 0.4695 -1.6976 -1.8348
H 1.9640 0.3931 0.9763
H 2.4429 -1.2500 0.4812
H 0.0377 -1.9246 0.8988
```

Output
HOMO in eV: -9.526
Orbital gap in eV: 10.6
2S+1: 1
Strongest force on any atom in eV Å⁻¹: 1.332
Relative energy (zero: lowest compared OMol25 entry of this formula, charge and spin) in kJ/mol: 191.77

---

No. 4
Below is C12H33O5V as an isolated structure in a non-equilibrium geometry, with properties calculated with ωB97M-V/def2-TZVPD.

Geometry as XYZ:
```
51
Properties=species:S:1:pos:R:3
V -12.7880 -25.9915 -10.3749
O -11.7571 -24.2821 -9.9422
H -10.8915 -24.1446 -9.5708
C -14.5583 -20.6076 -8.2796
C -13.2878 -21.3260 -8.6996
C -12.4704 -21.8389 -7.5322
O -13.7095 -22.4535 -9.4810
H -14.9730 -20.9872 -7.3408
H -15.3656 -20.6837 -9.0081
H -14.3781 -19.5415 -8.1315
H -12.7941 -20.5700 -9.3206
H -12.9277 -22.5622 -6.8614
H -12.2530 -20.9795 -6.8831
H -11.4770 -22.1456 -7.8630
H -12.9432 -22.9957 -9.7663
C -17.0296 -25.0446 -10.9241
C -15.7467 -24.8106 -11.6649
C -15.7610 -23.5105 -12.4851
O -14.6761 -24.7582 -10.6861
H -17.0030 -25.9465 -10.3084
H -17.8698 -25.1595 -11.6082
H -17.1764 -24.2173 -10.2254
H -15.5436 -25.6871 -12.2855
H -14.8255 -23.4510 -13.0479
H -15.7151 -22.6398 -11.8278
H -16.5828 -23.4030 -13.1868
H -14.6009 -23.8450 -10.3092
C -7.9746 -21.6474 -11.5131
C -9.4146 -21.8256 -11.0221
C -10.3645 -20.7358 -11.5322
O -9.8666 -23.0656 -11.5731
H -7.7407 -20.6072 -11.2708
H -7.9739 -21.8388 -12.5837
H -7.2499 -22.2918 -11.0211
H -9.4745 -21.9210 -9.9279
H -10.0291 -20.4139 -12.5251
H -10.3414 -19.7926 -10.9804
H -11.3766 -21.1090 -11.6755
H -10.5626 -23.4618 -11.0165
C -9.1042 -26.1976 -8.8946
C -9.4436 -27.2937 -9.8783
C -9.0966 -28.6921 -9.3453
O -10.8797 -27.3117 -10.1615
H -9.2351 -25.2419 -9.3965
H -8.0440 -26.2184 -8.6493
H -9.7185 -26.2064 -7.9946
H -8.9578 -27.0588 -10.8274
H -8.2811 -28.6173 -8.6226
H -8.6980 -29.3071 -10.1531
H -9.8842 -29.2020 -8.7924
H -11.0825 -28.1718 -10.5502
```

Output
HOMO (spin up / spin down) in eV: -12.191 / -12.193
Orbital gap (spin up / spin down) in eV: 7.4 / 7.3
⟨S²⟩: 3.757
2S+1: 4
Strongest force on any atom in eV Å⁻¹: 2.966
Charge: +1
Relative energy (zero: lowest compared OMol25 entry of this formula, charge and spin) in kJ/mol: 73.02

---

No. 5
Below is an isolated ion of composition C3H6IN2 and charge +1 in a non-equilibrium geometry, with properties calculated with ωB97M-V/def2-TZVPD.

Geometry as XYZ:
```
12
Properties=species:S:1:pos:R:3
C -0.1276 -0.4800 0.4266
C 1.1471 -0.2235 -1.5796
C -1.3808 -1.1732 0.6296
N 0.3846 -0.5244 -0.7958
N 1.0880 2.4342 -0.3951
I -0.3878 1.9898 0.7205
H 0.6049 -0.7061 1.2639
H 1.7082 0.2128 -2.3899
H -1.7164 -0.9435 1.6147
H -1.3110 -2.2019 0.5531
H -1.9959 -0.6877 -0.1256
H 1.9868 2.3035 0.0776
```

Output
HOMO (spin up / spin down) in eV: -13.514 / -13.513
Orbital gap (spin up / spin down) in eV: 7.7 / 7.7
2S+1: 1
Strongest force on any atom in eV Å⁻¹: 3.777
Charge: +1
Relative energy (zero: lowest compared OMol25 entry of this formula, charge and spin) in kJ/mol: 541.37

---

No. 6
Below is a 2-piece molecular cluster, C3H12N3O2 overall in a non-equilibrium geometry, with properties calculated with ωB97M-V/def2-TZVPD.

Geometry as XYZ:
```
20
Properties=species:S:1:pos:R:3
N -1.7303 -0.0165 1.9663
C -0.6632 -0.8664 1.9203
N 0.2049 -0.9040 2.9537
O -0.4516 -1.6188 0.9383
H -1.7512 0.7473 2.6315
H -2.2109 0.1440 1.0848
H 0.8919 -1.6445 2.9168
H -0.0863 -0.6015 3.8732
C 0.7353 1.2409 -1.0656
O 0.7530 2.5403 -1.5980
C 0.1119 0.3376 -2.1371
N 0.3094 -1.0670 -1.6023
H 0.1477 1.1661 -0.1342
H 1.7414 0.8354 -0.9092
H 1.2546 3.1233 -0.9859
H -0.9646 0.4984 -2.3248
H 0.6891 0.3359 -3.0971
H -0.0624 -1.2086 -0.5736
H 1.3013 -1.3286 -1.6569
H -0.2200 -1.7133 -2.2000
```

Output
HOMO in eV: -14.306
Orbital gap in eV: 11.4
2S+1: 1
Strongest force on any atom in eV Å⁻¹: 1.152
Charge: +1
Relative energy (zero: lowest compared OMol25 entry of this formula, charge and spin) in kJ/mol: 10.54

---

No. 7
Below is C20H23ClF2N2NbO9Si as an isolated structure in a non-equilibrium geometry, with properties calculated with ωB97M-V/def2-TZVPD.

Geometry as XYZ:
```
59
Properties=species:S:1:pos:R:3
Nb -0.2111 -0.4980 0.4636
O 0.8491 3.4027 1.4870
C 1.2869 2.3478 0.6950
O 0.4454 1.1876 0.9891
C 2.6746 1.8998 1.0965
O 3.0439 0.7844 0.3185
C 3.5177 -0.3823 1.0028
C 2.4880 -1.1506 1.8798
O 2.6522 -1.4881 3.0275
O 1.3141 -1.4394 1.2630
H -0.0941 3.2351 1.7815
H 2.6300 1.5995 2.1374
H 3.3413 2.7273 0.9036
H 4.3918 -0.0851 1.6297
H 3.8739 -1.0704 0.1979
O -5.9481 -1.0199 2.2569
C -5.4247 -2.2464 2.2583
O -6.0533 -3.2188 2.6391
C -4.0206 -2.3969 1.6397
C -3.2918 -3.6090 1.3625
Cl -3.8406 -5.1682 1.5995
N -2.0868 -3.2992 0.9051
N -1.8722 -1.9255 0.8917
C -3.1073 -1.4000 1.2177
C -3.2257 0.0427 0.9195
O -4.2511 0.7259 1.2184
O -2.0972 0.4950 0.3478
C -1.1484 -4.1391 0.2205
C -1.4933 -4.9233 -0.9059
C -0.5690 -5.8017 -1.4577
C 0.7169 -5.9099 -0.9525
C 1.0891 -5.0454 0.0629
C 0.1572 -4.2499 0.6869
H -5.3485 -0.3016 1.9022
H -2.5018 -4.8938 -1.3350
H -0.8415 -6.3746 -2.3578
H 1.4827 -6.5980 -1.3515
H 2.0977 -4.9603 0.4324
H 0.4496 -3.6764 1.5710
C -0.2926 5.4617 -0.5831
Si 1.1640 4.3909 -1.3223
C 0.7686 4.2981 -3.1784
C 2.8888 5.1946 -1.0154
C 1.1086 2.6337 -0.8025
H -0.2054 6.5003 -0.8867
H -0.2360 5.4012 0.4939
H -1.2383 5.0409 -0.9515
H 0.7254 5.2620 -3.6584
H -0.1613 3.7661 -3.4348
H 1.5583 3.7387 -3.6850
H 2.9780 6.1553 -1.4945
H 3.6704 4.5673 -1.4527
H 3.0871 5.3015 0.0357
H 0.1904 2.1587 -1.2272
H 1.9883 2.1246 -1.2796
F -0.7687 -0.0676 -2.2946
C 0.3009 -0.7429 -1.6688
F 0.2134 -2.0617 -2.0909
H 1.1851 -0.2992 -2.1481
```

Output
HOMO in eV: -12.560
Orbital gap in eV: 6.4
2S+1: 1
Strongest force on any atom in eV Å⁻¹: 4.491
Charge: +1

---

No. 8
Below is a 7-piece molecular cluster, C54H63F6N2O2 overall in a non-equilibrium geometry, with properties calculated with ωB97M-V/def2-TZVPD.

Geometry as XYZ:
```
127
Properties=species:S:1:pos:R:3
C -1.1163 2.1587 -0.8413
C -0.9924 1.8882 -2.1800
C -1.0007 0.5435 -2.9239
C -2.3237 0.2020 -3.6533
C -3.5878 0.7413 -2.9661
C 0.2316 0.6911 -3.8503
N 1.3006 0.5743 -2.8378
C 0.9166 -0.0949 -1.8143
C -0.4575 -0.6736 -2.0495
C -0.1360 -1.9355 -2.9348
C -0.3006 -3.2972 -2.2460
C 0.5270 -4.4157 -2.9063
C 1.8745 -4.7042 -2.2399
N 2.9919 -3.9811 -2.8835
C 4.0083 -3.4747 -2.0221
C 3.6507 -2.6579 -0.7965
O 5.1621 -3.6506 -2.2855
C -1.3145 -0.9822 -0.8215
C -0.5288 -1.1220 0.4784
O -1.3981 -1.6285 1.4646
C -0.7836 -2.5345 2.3678
C -0.8248 -3.9890 1.8677
H -2.0230 1.8884 -0.2983
H -0.3349 2.5975 -0.2325
H -0.8206 2.7406 -2.8408
H -2.3908 -0.8776 -3.7866
H -2.2647 0.6463 -4.6499
H -3.4389 0.9809 -1.9160
H -4.3767 -0.0045 -3.0223
H -3.9574 1.6377 -3.4573
H 0.2975 1.6909 -4.2808
H 0.3099 0.0138 -4.6975
H 2.2001 1.0203 -2.9736
H 1.5547 -0.2321 -0.9494
H 0.8883 -1.8746 -3.3092
H -0.7695 -1.9160 -3.8207
H -0.0988 -3.2666 -1.1754
H -1.3526 -3.5768 -2.3354
H -0.0647 -5.3287 -2.8375
H 0.6751 -4.2214 -3.9714
H 2.0623 -5.7732 -2.3474
H 1.8167 -4.4973 -1.1692
H 2.6276 -3.2472 -3.4783
H 3.7055 -1.5990 -1.0568
H 4.4252 -2.8308 -0.0505
H 2.6915 -2.9037 -0.3468
H -2.0605 -0.2079 -0.6693
H -1.8709 -1.9096 -0.9522
H -0.1598 -0.1354 0.7914
H 0.3146 -1.8114 0.3370
H 0.2438 -2.2433 2.6060
H -1.3508 -2.4723 3.2959
H -1.5587 -4.5656 2.4265
H -1.0911 -3.9979 0.8105
H 0.1390 -4.4815 1.9974
F 0.5353 4.1471 0.9566
C -0.2986 4.9139 1.7124
C -0.9639 4.3377 2.7732
C -1.8073 5.1365 3.5336
C -1.9734 6.4778 3.2184
C -1.2934 7.0282 2.1417
C -0.4420 6.2437 1.3779
H -0.8258 3.2887 3.0000
H -2.3331 4.7059 4.3720
H -2.6335 7.0942 3.8132
H -1.4239 8.0725 1.8931
H 0.1048 6.6525 0.5391
F 3.5636 0.8536 -4.9184
C 4.8383 0.3670 -4.7818
C 5.8315 0.8707 -5.5881
C 7.1179 0.3770 -5.4320
C 7.3809 -0.6070 -4.4854
C 6.3575 -1.1015 -3.6881
C 5.0696 -0.6064 -3.8346
H 5.6022 1.6326 -6.3208
H 7.9175 0.7638 -6.0482
H 8.3860 -0.9886 -4.3691
H 6.5521 -1.8676 -2.9521
H 4.2544 -0.9702 -3.2207
F -3.6885 2.0221 4.3425
C -4.0631 0.8633 4.9316
C -3.4428 -0.3039 4.5422
C -3.8264 -1.4915 5.1500
C -4.8192 -1.4949 6.1210
C -5.4291 -0.3039 6.4888
C -5.0490 0.8916 5.8958
H -2.6767 -0.2778 3.7769
H -3.3479 -2.4194 4.8635
H -5.1185 -2.4193 6.5849
H -6.2051 -0.3066 7.2419
H -5.5062 1.8320 6.1723
F -6.0587 -2.8169 8.5761
C -5.2145 -3.2306 9.5522
C -3.8772 -3.4011 9.2580
C -3.0258 -3.8216 10.2700
C -3.5180 -4.0696 11.5435
C -4.8685 -3.8925 11.8100
C -5.7296 -3.4652 10.8100
H -3.5126 -3.2065 8.2589
H -1.9730 -3.9549 10.0608
H -2.8499 -4.3998 12.3270
H -5.2561 -4.0880 12.8005
H -6.7841 -3.3144 10.9965
F -6.4646 1.1875 -2.9404
C -7.1653 2.1494 -2.2924
C -8.0754 1.7724 -1.3272
C -8.7847 2.7634 -0.6642
C -8.5812 4.1003 -0.9775
C -7.6614 4.4506 -1.9558
C -6.9397 3.4698 -2.6214
H -8.2227 0.7243 -1.1045
H -9.4994 2.4885 0.0994
H -9.1400 4.8680 -0.4602
H -7.5045 5.4912 -2.2051
H -6.2148 3.7206 -3.3843
F 9.2238 3.1351 -5.4428
C 10.4799 2.6581 -5.2960
C 11.4862 3.1563 -6.0982
C 12.7726 2.6619 -5.9400
C 13.0362 1.6790 -4.9964
C 12.0076 1.1899 -4.2043
C 10.7184 1.6820 -4.3493
H 11.2605 3.9189 -6.8313
H 13.5719 3.0483 -6.5575
H 14.0406 1.2958 -4.8794
H 12.2067 0.4211 -3.4699
H 9.9070 1.3153 -3.7338
```

Output
HOMO in eV: -10.582
Orbital gap in eV: 7.0
2S+1: 1
Strongest force on any atom in eV Å⁻¹: 2.059
Charge: +1
Relative energy (zero: lowest compared OMol25 entry of this formula, charge and spin) in kJ/mol: 0.00